No. 1
{"formula": "C6H13O4P", "method": "the ωB97M-V functional and the def2-TZVPD basis", "de_lowest_kcal_mol": 68.6, "homo_energy_ev": [-3.81, -10.67], "lumo_ev": [0.7733, -4.1228], "multiplicity": 3, "s2": 2.008, "fmax_ev_per_a": 6.1, "elements": ["C", "C", "C", "C", "C", "C", "O", "O", "O", "O", "P", "H", "H", "H", "H", "H", "H", "H", "H", "H", "H", "H", "H", "H"], "coordinates": [[0.1712, -1.9002, -0.9295], [0.8398, -0.5292, -0.5237], [0.2344, -0.2192, 0.8940], [2.3502, -0.5330, -0.6722], [0.5542, 1.2687, 1.1741], [-3.2359, 0.8162, -1.0091], [-2.7529, -1.0556, 1.3722], [-1.1532, -1.9534, -0.4310], [0.6809, -1.1105, 1.8058], [-1.9430, 0.4936, -0.5578], [-1.6210, -0.7453, 0.4430], [0.3635, -1.9161, -2.0231], [0.6244, -2.7265, -0.3919], [0.2564, 0.2319, -1.1157], [2.7176, 0.4648, -0.8180], [2.6514, -0.9552, -1.5472], [2.7707, -1.0412, 0.1040], [1.5889, 1.3405, 1.0639], [0.2878, 1.4534, 2.1831], [-0.0521, 1.9561, 0.7872], [-3.4834, 1.9460, -0.9844], [-4.0011, 0.4082, -0.2821], [-3.2742, 0.6610, -2.1023], [-0.0251, -1.4382, 2.3607]]}

---

No. 2
{"formula": "C3H6FN", "method": "the ωB97M-V functional and the def2-TZVPD basis", "de_lowest_kcal_mol": 105.3, "homo_energy_ev": -9.09, "lumo_ev": 0.9952, "fmax_ev_per_a": 5.2, "elements": ["C", "C", "C", "H", "H", "H", "H", "H", "H", "N", "F"], "coordinates": [[-0.6874, -0.4412, 0.0988], [0.0815, 1.0044, 0.0959], [1.3313, 0.5842, -0.0651], [-2.9871, -1.0340, 0.1100], [-2.8723, 0.6008, 0.2617], [-0.0984, -1.2007, -0.9197], [-0.5952, -1.0439, 1.2507], [-0.5161, 2.0562, -0.0376], [2.0337, 1.4540, -0.0658], [-2.3353, -0.1225, -0.1803], [1.8922, -0.7621, -0.0128]]}

---

No. 3
{"formula": "C11H18O2", "method": "the ωB97M-V functional and the def2-TZVPD basis", "de_lowest_kcal_mol": 130.5, "homo_energy_ev": -9.43, "lumo_ev": 0.1690, "fmax_ev_per_a": 7.3, "elements": ["C", "C", "C", "C", "O", "O", "C", "C", "C", "C", "C", "C", "C", "H", "H", "H", "H", "H", "H", "H", "H", "H", "H", "H", "H", "H", "H", "H", "H", "H", "H"], "coordinates": [[-2.6918, 1.7508, 0.5681], [-1.7890, 1.1631, -0.4993], [-1.4545, -0.2846, -0.1612], [-2.4282, -1.2777, -0.2717], [-3.5951, -1.1601, -0.2882], [-1.7868, -2.5453, -0.6625], [-0.3102, 0.0620, 0.4759], [0.6498, 1.2279, 0.3926], [1.5953, 1.4183, -0.7706], [1.8276, -0.0401, -1.1933], [2.7144, -0.8228, -0.0203], [1.6533, -1.7960, 0.4709], [0.4608, -1.1116, 1.2470], [-2.9795, 2.8712, 0.3894], [-3.7705, 1.2120, 0.4871], [-2.3201, 1.7478, 1.6348], [-0.8329, 1.5181, -0.6702], [-2.6461, 1.1970, -1.3092], [-0.8213, -2.4457, -0.4597], [1.3236, 1.1700, 1.1813], [0.1396, 2.1731, 0.4332], [2.5315, 1.9640, -0.2024], [0.7934, 1.7964, -1.4428], [0.7653, -0.6347, -1.2236], [2.3603, 0.1721, -2.3652], [3.5624, -1.1397, -0.3996], [3.3207, -0.1214, 0.5886], [1.3506, -2.5377, -0.2325], [1.9543, -2.6192, 1.1190], [-0.2311, -1.9111, 0.9341], [0.6541, -0.9961, 2.2501]]}

---

No. 4
{"formula": "C4H5ClO", "method": "the ωB97M-V functional and the def2-TZVPD basis", "de_lowest_kcal_mol": 21.5, "homo_energy_ev": -9.59, "lumo_ev": 1.0019, "fmax_ev_per_a": 1.9, "elements": ["C", "C", "C", "C", "O", "Cl", "H", "H", "H", "H", "H"], "coordinates": [[-0.3231, -0.8972, -0.5941], [0.8485, -0.4509, 0.2256], [-1.9926, 0.4187, 1.4077], [1.4608, 0.6538, -0.0566], [-2.1645, 1.4491, 1.0077], [0.8416, 1.6471, -1.3560], [-0.5197, -1.9122, -0.7565], [-0.4864, -0.3826, -1.5733], [1.3527, -0.9266, 1.0374], [2.1593, 1.0082, 0.6816], [-1.1765, -0.6075, -0.0234]]}

---

No. 5
{"formula": "C26H23IrN8O4Se", "method": "the ωB97M-V functional and the def2-TZVPD basis", "de_lowest_kcal_mol": 109.1, "homo_energy_ev": [-10.77, -10.80], "lumo_ev": [-5.5777, -5.3880], "total_charge": 1, "multiplicity": 2, "s2": 0.788, "fmax_ev_per_a": 4.6, "elements": ["Ir", "O", "C", "C", "C", "C", "C", "C", "C", "N", "C", "C", "N", "C", "C", "C", "C", "C", "C", "C", "O", "H", "H", "H", "H", "H", "H", "H", "H", "H", "H", "H", "H", "H", "H", "Se", "N", "C", "C", "C", "C", "C", "C", "N", "H", "H", "H", "H", "N", "C", "C", "O", "O", "H", "H", "H", "H", "H", "N", "C", "N", "C", "N"], "coordinates": [[-0.4664, 0.1373, -0.5125], [-2.6933, 0.4781, -0.9631], [-3.3037, 0.3815, -2.0560], [-4.7368, 0.2590, -2.0207], [-5.4725, 0.0320, -3.1477], [-4.8414, -0.0745, -4.3962], [-3.4793, 0.1256, -4.4938], [-2.6861, 0.3869, -3.3717], [-1.3083, 0.7149, -3.5750], [-0.4408, 0.9217, -2.6595], [0.8925, 1.3875, -2.9224], [1.2231, 2.4836, -1.8951], [0.8793, 2.0290, -0.5725], [1.4460, 2.5072, 0.4699], [1.0452, 2.2378, 1.8208], [1.9031, 2.5144, 2.8870], [1.5096, 2.3451, 4.1978], [0.1942, 1.9552, 4.4791], [-0.6768, 1.6807, 3.4647], [-0.2782, 1.7337, 2.0928], [-1.0932, 1.3720, 1.2008], [-5.1948, 0.3353, -1.0454], [-6.5452, -0.0777, -3.0758], [-5.4225, -0.3025, -5.2760], [-3.0018, 0.0727, -5.4624], [-1.0182, 0.8315, -4.6254], [1.0078, 1.7778, -3.9429], [1.5875, 0.5498, -2.7778], [0.6081, 3.3677, -2.1109], [2.2798, 2.7676, -1.9795], [2.2743, 3.2200, 0.3639], [2.9121, 2.8374, 2.6745], [2.1991, 2.5326, 5.0063], [-0.1323, 1.8781, 5.5062], [-1.6971, 1.3884, 3.6518], [1.4793, -2.7134, -0.9543], [1.7421, -1.0436, -0.4275], [3.0543, -0.8453, -0.2520], [3.7020, 0.2828, 0.2834], [5.0656, 0.2941, 0.3822], [5.8540, -0.7871, -0.0624], [5.2741, -1.9183, -0.5522], [3.8672, -1.9801, -0.6295], [3.1777, -3.0400, -1.0184], [3.1121, 1.0985, 0.6608], [5.5643, 1.1432, 0.8237], [6.9257, -0.7151, 0.0165], [5.8459, -2.7761, -0.8636], [-2.0734, -1.8053, 3.5732], [-0.6456, -1.8838, 3.8686], [0.1112, -1.4492, 2.6074], [1.2778, -1.1858, 2.5541], [-0.6885, -1.4223, 1.5371], [-2.4840, -0.9446, 3.9167], [-2.5927, -2.5782, 3.9671], [-1.6099, -1.5955, 1.9051], [-0.3479, -2.9177, 4.0724], [-0.3114, -1.2837, 4.7234], [-0.8981, -1.7634, -1.4471], [-1.8083, -2.5140, -1.3413], [-2.7559, -3.2934, -1.4257], [-3.3713, -4.1710, -0.7223], [-3.9387, -4.9791, -0.1289]]}

---

No. 6
{"formula": "C37H27Cl2N7O2TeW", "method": "the ωB97M-V functional and the def2-TZVPD basis", "homo_energy_ev": [-13.15, -13.04], "lumo_ev": [-7.2557, -7.0186], "total_charge": 2, "fmax_ev_per_a": 0.3, "elements": ["W", "Cl", "C", "C", "C", "N", "C", "O", "C", "C", "C", "C", "C", "N", "C", "C", "C", "Cl", "N", "C", "O", "C", "C", "C", "C", "C", "N", "H", "H", "H", "H", "H", "H", "H", "H", "H", "H", "C", "C", "C", "C", "C", "C", "N", "N", "C", "C", "C", "C", "C", "N", "H", "H", "H", "H", "H", "H", "H", "H", "H", "C", "Te", "C", "C", "C", "C", "C", "C", "C", "H", "H", "H", "H", "H", "H", "H", "H"], "coordinates": [[-0.1164, -0.4805, -0.1748], [4.6653, -1.1732, 4.8769], [3.2521, -0.7382, 4.0095], [3.1419, -1.1206, 2.6901], [1.9891, -0.7695, 1.9830], [1.6548, -1.0828, 0.6659], [2.5906, -1.7638, -0.1286], [3.7756, -1.8050, 0.0399], [1.9029, -2.5646, -1.1817], [2.5894, -3.4956, -1.9291], [1.8736, -4.2978, -2.8046], [0.4995, -4.1317, -2.8778], [-0.1078, -3.1556, -2.1096], [0.5781, -2.3674, -1.2699], [0.9755, -0.0485, 2.6080], [1.0890, 0.3441, 3.9438], [2.2297, 0.0019, 4.6354], [2.3810, 0.4926, 6.2720], [-0.0665, 0.2306, 1.7189], [-1.2363, 0.8466, 2.2132], [-1.6553, 0.7618, 3.3330], [-1.8792, 1.6572, 1.1452], [-2.7715, 2.6703, 1.4053], [-3.1873, 3.4582, 0.3385], [-2.6755, 3.1998, -0.9218], [-1.8028, 2.1380, -1.0996], [-1.4220, 1.3603, -0.0802], [3.9472, -1.6644, 2.2279], [3.6592, -3.5790, -1.7960], [2.3736, -5.0454, -3.4052], [-0.1081, -4.7475, -3.5253], [-1.1753, -3.0050, -2.1695], [0.3126, 0.8958, 4.4471], [-3.1008, 2.8403, 2.4212], [-3.8791, 4.2748, 0.4947], [-2.9418, 3.8140, -1.7699], [-1.3914, 1.9175, -2.0730], [4.7349, 2.0761, -1.0137], [3.7282, 2.2261, -0.0694], [2.4791, 1.6732, -0.2966], [2.2462, 0.9726, -1.4756], [3.2471, 0.8250, -2.4319], [4.4916, 1.3817, -2.1916], [0.9662, 0.3616, -1.6786], [0.6298, 0.2328, -2.9434], [-0.6283, -0.2496, -3.0926], [-1.1896, -0.3389, -4.3738], [-2.5109, -0.6797, -4.4951], [-3.2741, -0.9160, -3.3379], [-2.6618, -0.8474, -2.1180], [-1.3431, -0.5548, -1.9776], [5.7115, 2.5038, -0.8322], [3.9142, 2.7806, 0.8402], [1.6840, 1.8061, 0.4283], [3.0438, 0.2804, -3.3427], [5.2782, 1.2699, -2.9251], [-0.5680, -0.1050, -5.2260], [-2.9692, -0.7461, -5.4727], [-4.3254, -1.1566, -3.3979], [-3.2173, -1.0226, -1.2056], [-3.6208, -1.5303, 1.6789], [-1.8766, -2.4661, 0.8586], [-1.2708, -2.7146, 2.8937], [-2.5638, -2.6429, 3.6680], [-2.6262, -3.1318, 4.9678], [-3.8048, -3.0355, 5.6891], [-4.9294, -2.4610, 5.1121], [-4.8754, -1.9828, 3.8132], [-3.6921, -2.0677, 3.0886], [-4.4848, -1.8157, 1.0817], [-3.5064, -0.4478, 1.6481], [-0.5741, -1.9185, 3.1581], [-0.7712, -3.6763, 2.9853], [-1.7526, -3.5887, 5.4158], [-3.8499, -3.4201, 6.6987], [-5.8532, -2.3977, 5.6704], [-5.7575, -1.5473, 3.3602]]}